Entry 1:
ORCA calculation (ωB97M-V/def2-TZVPD) on a structure of composition C12H28MnN7O3.

The HOMO-LUMO gap (spin up / spin down) is 9.284 / 8.840 eV. The value obtained for the highest occupied orbital energy (spin up / spin down) is -0.4221 / -0.4059 hartree. Its multiplicity is 2. The value obtained for the LUMO energy (spin up / spin down) is -2.202 / -2.206 eV. Its charge is +1. For the calculated total energy, the calculation gives -2233.9919 a.u. The energy relative to the best compared isomer or geometry (same formula, charge and spin) is 0.623 eV. The expectation value of S² is 1.216.

Each line ends with the Löwdin charge.
Cartesian coordinates (Å):
Mn: 0.102 0.432 -0.514  0.725
N: -0.968 0.443 -2.518  -0.001
C: -0.340 -0.459 -3.489  -0.208
C: -0.103 -1.817 -2.856  -0.157
N: 0.435 -1.705 -1.498  -0.211
C: -0.191 -2.652 -0.573  -0.179
C: -1.624 -2.264 -0.301  -0.207
N: -1.654 -0.881 0.191  0.007
C: 1.892 -1.846 -1.476  -0.179
C: 2.551 -0.685 -2.184  -0.203
N: 2.064 0.577 -1.605  -0.002
H: -1.918 0.154 -2.321  0.094
H: -1.017 1.384 -2.886  0.101
H: 0.597 -0.004 -3.797  0.097
H: -0.942 -0.598 -4.386  0.123
H: 0.566 -2.401 -3.495  0.136
H: -1.050 -2.353 -2.819  0.116
H: 0.363 -2.604 0.366  0.123
H: -0.142 -3.682 -0.944  0.138
H: -2.043 -2.970 0.416  0.126
H: -2.228 -2.333 -1.204  0.106
H: -1.383 -0.852 1.169  0.040
H: -2.589 -0.498 0.154  0.100
H: 2.214 -2.789 -1.933  0.136
H: 2.213 -1.849 -0.432  0.116
H: 2.340 -0.713 -3.251  0.102
H: 3.628 -0.789 -2.069  0.128
H: 2.261 1.355 -2.219  0.104
H: 2.608 0.738 -0.752  0.021
O: -0.638 -0.225 2.745  -0.013
C: 0.577 -0.142 2.552  -0.474
C: 1.592 -0.332 3.653  -0.074
C: 2.897 0.108 3.012  -0.071
C: 2.539 0.267 1.552  -0.453
O: 3.359 0.503 0.682  0.045
N: 1.171 0.117 1.347  0.095
H: 1.602 -1.389 3.925  0.131
H: 1.304 0.227 4.540  0.127
H: 3.717 -0.598 3.119  0.128
H: 3.246 1.070 3.385  0.132
C: -2.986 2.763 2.787  -0.052
N: -2.086 2.163 1.813  0.048
C: -1.829 2.669 0.611  -0.566
N: -2.516 3.769 0.231  0.200
O: -0.997 2.171 -0.200  -0.086
H: -2.929 2.181 3.703  0.096
H: -4.022 2.758 2.440  0.092
H: -2.694 3.789 3.024  0.093
H: -1.579 1.323 2.080  0.093
H: -3.121 4.265 0.857  0.097
H: -2.252 4.205 -0.633  0.119

Entry 2:
ORCA calculation (ωB97M-V/def2-TZVPD) on a cluster of 5 separate species, C12H28N3O7P in total.

The HOMO-LUMO gap is 9.899 eV. The value obtained for the highest occupied orbital energy is -0.3539 hartree. The value obtained for the LUMO energy is 0.268 eV. For the calculated total energy, the calculation gives -1506.2915 a.u. The SMILES is CC(=O)OCC[C@](C#N)(CC#N)P(N)O.CO.CO.CO.CO.

Each line ends with the Löwdin charge.
Cartesian coordinates (Å):
C: 3.240 0.197 -1.655  0.027
C: 2.816 1.173 -2.702  -0.503
O: 3.557 1.583 -3.542  0.143
O: 1.496 1.573 -2.722  -0.055
C: 0.948 2.268 -1.594  -0.164
C: 0.153 1.429 -0.604  -0.140
C: -1.187 0.917 -1.180  -0.519
C: -1.745 -0.030 -0.213  -0.210
N: -2.091 -0.858 0.507  0.227
C: -1.028 0.190 -2.536  -0.144
C: -0.494 -1.143 -2.397  -0.190
N: -0.112 -2.216 -2.275  0.202
P: -2.392 2.354 -1.423  0.865
N: -3.716 1.451 -1.877  -0.143
O: -2.739 2.712 0.154  -0.291
H: 3.877 -0.534 -2.135  0.099
H: 3.819 0.724 -0.907  0.083
H: 2.417 -0.325 -1.194  0.065
H: 0.301 3.036 -2.003  0.105
H: 1.744 2.784 -1.061  0.137
H: -0.058 2.073 0.248  0.113
H: 0.720 0.602 -0.196  0.114
H: -0.379 0.751 -3.195  0.116
H: -1.997 0.111 -3.018  0.113
H: -3.979 0.721 -1.213  0.033
H: -4.516 2.050 -2.036  0.045
H: -1.956 2.988 0.649  0.044
C: 4.781 0.648 2.217  -0.158
O: 3.966 -0.223 1.448  -0.133
H: 4.917 1.558 1.637  0.074
H: 4.306 0.910 3.167  0.076
H: 5.765 0.216 2.419  0.077
H: 3.829 -1.033 1.947  0.082
C: -5.694 0.197 1.638  -0.152
O: -5.008 -0.509 0.612  -0.158
H: -6.280 0.978 1.159  0.076
H: -6.368 -0.459 2.193  0.075
H: -4.993 0.668 2.331  0.075
H: -4.465 -1.195 1.014  0.051
C: -0.340 -0.191 4.013  -0.164
O: 0.122 -0.476 2.702  -0.138
H: 0.528 0.077 4.612  0.073
H: -1.041 0.650 4.027  0.072
H: -0.821 -1.060 4.472  0.077
H: -0.643 -0.712 2.168  0.013
C: 1.961 -4.750 -0.670  -0.176
O: 1.224 -3.795 0.075  -0.145
H: 2.107 -5.616 -0.029  0.073
H: 1.419 -5.063 -1.567  0.072
H: 2.942 -4.367 -0.967  0.071
H: 1.085 -3.033 -0.498  0.012

Entry 3:
ORCA calculation (ωB97M-V/def2-TZVPD) on a structure of composition C12H28NO5P2SW.

The HOMO-LUMO gap (spin up / spin down) is 6.029 / 5.236 eV. The value obtained for the highest occupied orbital energy (spin up / spin down) is -0.4000 / -0.4000 hartree. Its multiplicity is 3. The value obtained for the LUMO energy (spin up / spin down) is -4.856 / -5.647 eV. Its charge is +1. For the calculated total energy, the calculation gives -2052.5586 a.u. The energy relative to the best compared isomer or geometry (same formula, charge and spin) is 2.377 eV. The expectation value of S² is 2.009.

Each line ends with the Löwdin charge.
Cartesian coordinates (Å):
C: 3.540 0.134 -1.827  0.008
C: 2.410 -0.065 -1.056  -0.350
N: 1.201 0.237 -1.631  -0.108
C: 1.022 0.780 -2.853  -0.296
C: 2.153 1.028 -3.615  0.005
C: 3.403 0.709 -3.085  -0.005
C: 2.180 -0.327 0.354  -0.314
P: 0.762 -1.374 0.870  0.777
W: 0.242 0.730 0.128  0.876
P: -1.348 1.187 -1.540  0.778
C: -0.394 1.181 -3.133  -0.213
O: 4.749 1.747 2.852  -0.075
O: 0.827 3.280 5.311  -0.066
H: 4.519 -0.107 -1.414  0.134
H: 2.038 1.537 -4.570  0.131
H: 4.288 0.942 -3.671  0.129
C: 0.898 -3.035 0.190  -0.177
C: 0.731 -1.576 2.657  -0.205
H: -0.460 2.184 -3.585  0.111
H: -0.889 0.475 -3.820  0.110
H: 5.107 1.986 3.713  0.040
H: 2.980 -0.168 1.083  0.087
C: -2.916 0.397 -1.918  -0.212
C: -1.709 2.943 -1.275  -0.246
H: -0.684 0.384 1.507  0.010
H: 0.502 2.366 5.203  0.038
H: 0.101 3.821 4.992  0.028
H: 4.526 2.608 2.453  0.041
H: -0.706 -0.622 -0.091  0.008
H: -1.199 1.018 1.073  0.056
H: 1.689 -3.574 0.736  0.079
H: -0.048 -3.577 0.353  0.057
H: 1.137 -3.019 -0.883  0.066
H: 1.389 -2.415 2.918  0.070
H: 1.064 -0.649 3.142  0.065
H: -0.309 -1.818 2.930  0.037
H: -2.302 3.338 -2.107  0.065
H: -2.271 3.056 -0.343  0.060
H: -0.784 3.522 -1.188  0.052
H: -3.601 1.142 -2.349  0.073
H: -2.759 -0.423 -2.633  0.063
H: -3.361 -0.019 -0.991  0.012
C: -3.367 -3.155 0.249  -0.141
S: -3.571 -1.865 1.512  0.414
O: -3.691 -0.585 0.774  -0.436
O: -4.770 -2.215 2.268  -0.341
O: -2.311 -1.921 2.283  -0.428
H: -4.241 -3.812 0.294  0.061
H: -2.458 -3.723 0.475  0.033
H: -3.308 -2.685 -0.740  0.040